Record 1
Computed, not measured: a 2-piece molecular cluster, C8H12N2 overall at a distorted geometry, with wB97M-V/def2-TZVPD.

The geometry in XYZ format:
```
22
Properties=species:S:1:pos:R:3
C -0.0966 1.5519 1.7301
C -0.0880 1.1371 0.2822
C -1.2794 1.5770 -0.5006
C 0.7362 0.2282 -0.2328
C 2.1214 -0.3545 0.3902
N 2.5217 -1.2924 -0.6544
C 1.6485 -1.3427 -1.5973
N 0.7290 -0.2571 -1.5844
H -0.9142 1.3060 2.3593
H 0.8699 1.1585 2.1306
H -0.0609 2.6560 1.8258
H -2.0597 0.9075 -0.7706
H -1.5918 2.5523 -0.0318
H -0.8542 1.7884 -1.4780
H 2.9724 0.2831 0.6740
H 1.8577 -0.8848 1.3314
H 1.6747 -2.0790 -2.3986
H -0.1227 -0.3447 -2.1021
C -1.9676 -2.5752 -0.2712
C -1.8358 -1.6629 0.4873
H -2.3717 -3.4121 -0.9125
H -1.8889 -0.9406 1.3235
```

Properties
* E_LUMO: 0.905 eV
* E_HOMO: -7.88 eV
* gap between HOMO and LUMO: 8.8 eV
* largest force on an atom: 3.18 eV/Å
* total charge: 0

***

Record 2
Computed, not measured: one molecule with the formula CH4NO3P at a distorted geometry, with wB97M-V/def2-TZVPD.

The geometry in XYZ format:
```
10
Properties=species:S:1:pos:R:3
O 1.9969 -1.0981 -0.3596
N 0.8139 -0.1327 -0.7280
C -0.5335 -0.6860 -0.5787
P -1.2336 1.1638 -0.1315
O -1.7047 1.1619 1.3899
O 0.5707 1.0519 0.0215
H 2.5448 -0.2991 -0.5718
H -0.8749 -1.3440 -1.4926
H -0.6855 -1.1303 0.5205
H -0.8941 1.3127 1.9303
```

Properties
* E_LUMO: 0.372 eV
* E_HOMO: -8.82 eV
* gap between HOMO and LUMO: 9.2 eV
* largest force on an atom: 4.29 eV/Å
* total charge: 0

***

Record 3
Computed, not measured: C25H27As2CoN3 as an isolated structure at a distorted geometry, with wB97M-V/def2-TZVPD.

The geometry in XYZ format:
```
58
Properties=species:S:1:pos:R:3
Co -0.2084 0.0456 -0.2141
C -0.4728 -0.0108 4.1318
C 0.8597 -0.0146 4.5158
C 1.8481 -0.0210 3.5408
C 1.4821 -0.0065 2.2044
N 0.1831 0.0022 1.8394
C -0.7672 -0.0123 2.7804
C 2.4343 0.0060 1.0800
C 3.8165 -0.0028 1.1841
C 4.5660 -0.0007 0.0155
C 3.9309 0.0191 -1.2197
C 2.5454 0.0448 -1.2487
N 1.8391 0.0340 -0.1154
C 1.7105 0.1244 -2.4595
C 2.2058 0.1401 -3.7540
C 1.3202 0.2356 -4.8176
C -0.0405 0.3244 -4.5636
C -0.4633 0.2959 -3.2478
N 0.3844 0.1902 -2.2194
H -1.2721 -0.0124 4.8593
H 1.1287 -0.0144 5.5639
H 2.8902 -0.0411 3.8227
H -1.7952 -0.0245 2.4354
H 4.3057 -0.0118 2.1465
H 5.6469 -0.0075 0.0669
H 4.5113 0.0097 -2.1301
H 3.2694 0.0755 -3.9287
H 1.6900 0.2443 -5.8346
H -0.7649 0.4093 -5.3612
H -1.5156 0.3511 -3.0027
C -1.8844 -3.2430 0.8075
As -1.9541 -1.6631 -0.3175
C -2.3724 -2.4011 -2.0719
C -3.5312 -0.6657 0.2536
C -4.6583 -1.3788 0.6541
C -5.7760 -0.7015 1.1209
C -5.7771 0.6846 1.1814
C -4.6659 1.3992 0.7549
C -3.5382 0.7210 0.2998
As -1.9923 1.7707 -0.2520
C -1.7802 3.1154 1.1307
C -2.6035 2.7536 -1.8171
H -2.0409 -2.9885 1.8534
H -0.9142 -3.7266 0.6935
H -2.6532 -3.9397 0.4737
H -3.4192 -2.2066 -2.3012
H -2.1941 -3.4744 -2.0433
H -1.7546 -1.9636 -2.8523
H -4.6731 -2.4608 0.6004
H -6.6440 -1.2583 1.4481
H -6.6357 1.2129 1.5737
H -4.6830 2.4818 0.7836
H -2.6194 3.8091 1.0998
H -0.8596 3.6721 0.9566
H -1.7314 2.6361 2.1059
H -3.5057 3.2943 -1.5308
H -2.8411 2.0829 -2.6390
H -1.8382 3.4615 -2.1324
```

Properties
* E_LUMO (alpha / beta): -11.478 / -11.449 eV
* E_HOMO (alpha / beta): -17.79 / -17.79 eV
* gap between HOMO and LUMO (alpha / beta): 6.3 / 6.3 eV
* largest force on an atom: 2.03 eV/Å
* total charge: +3

***

Record 4
Computed, not measured: a 2-piece molecular cluster, C4H8NO3 overall, with wB97M-V/def2-TZVPD.

The geometry in XYZ format:
```
16
Properties=species:S:1:pos:R:3
N 1.2230 1.9569 -2.1296
C 0.9106 1.8065 -0.7336
O 1.6785 1.0555 -0.0865
O -0.1210 2.4002 -0.3517
H 2.1942 1.8116 -2.3543
H 0.8044 2.7949 -2.5009
O 0.8772 -2.3067 0.1947
C 0.2628 -1.3442 -0.2137
C -0.8040 -0.6445 0.5812
C -1.3036 -1.4650 1.7644
H 0.4455 -0.9533 -1.2260
H -1.6157 -0.3626 -0.0949
H -0.3567 0.2917 0.9261
H -1.6840 -2.4266 1.4304
H -2.0465 -0.9381 2.3622
H -0.4650 -1.6762 2.4322
```

Properties
* E_LUMO: 3.908 eV
* E_HOMO: -4.40 eV
* gap between HOMO and LUMO: 8.3 eV
* largest force on an atom: 0.57 eV/Å
* total charge: -1

***

Taking the records one at a time from the top gives energy above the lowest of the compared OMol25 structures with the same formula, charge and spin values of 4.369 6.268 1.033 0.973 eV.